Entry 1:
14
Properties=species:S:1:pos:R:3:forces:R:3:nbo_charge:R:1 method="wB97M-V/def2-TZVPD" e_homo_ev=-9.84 de_lowest_ev=0.000 e_tot_ev=-89184.0561 total_charge=0 e_lumo_ev=-0.11 gap_ha=0.358
I -3.169993 -1.697307 -0.299876 0.0821 0.2498 0.0973 0.14
Br -3.426688 1.680461 -0.359133 -0.0624 -0.0764 0.0743 0.09
F -2.491132 0.258233 1.719422 -0.0400 -0.0258 0.2786 -0.34
O -0.052998 -0.203301 0.743232 0.3044 -0.3828 0.3994 -0.49
O -0.602641 0.951641 -1.125134 0.5354 0.0402 -0.1844 -0.57
C -0.838987 0.353365 -0.124979 -3.1949 0.4619 0.3555 0.76
C 1.966944 -0.486236 -0.683484 -0.2761 0.0627 0.0718 -0.65
C 1.363191 0.051628 0.600565 0.4638 0.1486 -0.2012 -0.07
C -2.434752 0.216591 0.384536 2.0565 -0.2236 -0.9730 0.05
H 1.552229 0.025622 -1.548186 0.0482 -0.0383 0.0135 0.24
H 3.037932 -0.307232 -0.658158 0.1540 -0.0382 0.0246 0.22
H 1.789249 -1.553314 -0.784719 0.0195 -0.1306 0.0188 0.22
H 1.798252 -0.425363 1.477603 -0.0445 0.0893 -0.0476 0.20
H 1.509388 1.135218 0.658311 -0.0461 -0.1368 0.0725 0.19


Entry 2:
60
Properties=species:S:1:pos:R:3:forces:R:3:nbo_charge:R:1 method="wB97M-V/def2-TZVPD" e_homo_ev=-6.65 de_lowest_ev=1.873 e_tot_ev=-30575.5945 total_charge=0 e_lumo_ev=-0.03 gap_ha=0.243
O 2.008917 -2.725583 1.149883 -1.7085 0.7525 -0.2673 -0.59
O 2.561917 1.618417 0.160883 -1.5187 1.3887 2.6121 -0.55
O -3.016083 5.519417 2.336883 0.2434 1.9918 -1.7235 -0.53
O 0.500917 -4.273583 -1.013117 -1.9695 -1.2997 -1.0086 -0.75
O -2.742083 -0.303583 -2.280117 -0.7163 2.5708 0.4844 -0.55
O 1.823917 -1.742583 -2.452117 -0.9370 0.2016 1.4680 -1.02
N -0.607083 -1.612583 0.550883 1.6683 1.6480 -5.9644 -0.69
N -0.698083 3.313417 0.613883 1.7770 0.3961 0.6661 -0.63
C -2.511083 4.872417 1.200883 2.1261 -0.5162 -0.1882 -0.08
C 1.258917 2.055417 -0.191117 2.6616 2.7986 2.4659 -0.07
C 2.795917 -3.694583 1.704883 1.2374 0.4681 4.5468 -0.25
C -3.152083 -0.774583 -3.569117 0.7558 2.5044 1.3199 -0.23
C -1.256083 4.106417 1.699883 0.2334 -0.2349 0.2542 -0.22
C 0.331917 -0.976583 1.362883 1.2045 0.1750 3.8163 -0.28
C 1.560917 -5.021583 -1.570117 3.1000 2.1815 0.0158 -0.27
C 1.114917 -2.043583 2.160883 -3.3805 -2.3686 -7.1434 -0.04
C -1.172083 -0.601583 -0.318117 -2.6387 -2.2762 -2.9190 -0.27
C -2.037083 -1.230583 -1.507117 1.4617 -0.1253 -0.7590 -0.05
C -4.327083 5.997417 2.097883 -1.8857 -4.6410 0.0865 -0.29
C 3.044917 0.562417 -0.572117 -1.7986 4.5985 -2.5182 -0.28
C 3.029917 -1.416583 -1.816117 -1.4636 -5.1266 -0.5329 -0.26
C 0.541917 2.686417 1.070883 -1.0609 -3.4828 -2.7466 -0.22
Li 0.987917 -2.356583 -0.621117 0.3334 -0.2195 -1.3320 0.86
H 2.351917 -4.621583 2.012883 -1.4531 -0.3366 0.4221 0.17
H -4.713083 6.097417 3.077883 -0.3710 2.3494 0.9351 0.21
H -2.755083 -1.940583 -1.160117 -0.6331 -0.7111 1.1380 0.14
H 3.498917 1.112417 -1.457117 -0.3999 -1.0288 0.3215 0.17
H 0.703917 1.319417 -0.510117 -2.8511 -4.8395 -0.9139 0.14
H -1.842083 0.081417 0.040883 -3.0195 1.1006 2.7679 0.18
H 0.475917 1.890417 1.907883 -0.6688 0.3139 -1.3916 0.15
H -1.291083 2.567417 0.299883 -0.6876 -0.0480 0.0137 0.35
H -1.591083 3.359417 2.466883 0.1732 1.0322 0.1466 0.17
H 1.181917 3.261417 1.579883 2.2941 3.3531 1.1977 0.20
H 2.290917 -0.184583 -0.907117 -0.6402 3.0372 1.1516 0.19
H -1.434083 -1.820583 -2.195117 0.8143 -0.0561 0.0543 0.18
H -3.773083 -0.164583 -4.225117 -0.0207 0.7831 0.9285 0.19
H -4.924083 4.929417 2.137883 0.6265 1.9389 -1.6063 0.15
H 2.350917 -4.808583 -0.806117 -0.1467 -1.4111 -0.6762 0.18
H -0.611083 0.231417 -0.597117 2.6452 -0.0882 -1.4441 0.23
H -3.247083 4.202417 0.832883 -0.9208 -1.4789 0.1030 0.16
H -2.304083 5.358417 0.191883 0.1927 0.9199 1.6127 0.18
H 0.346917 -2.739583 2.473883 0.4458 -0.3999 0.9143 0.18
H 3.830917 0.157417 -0.060117 1.8688 -1.4140 1.4791 0.18
H 1.320917 -6.021583 -1.851117 -0.1768 -0.9629 0.6575 0.18
H 3.352917 -3.303583 2.703883 -1.1680 -0.6252 -2.0388 0.15
H -3.625083 -1.629583 -3.384117 -2.1630 -3.8687 0.2142 0.16
H 2.889917 -1.247583 -0.731117 1.0099 -3.0244 -0.4495 0.09
H -0.265083 -4.783583 -1.352117 0.0794 1.2423 0.5891 0.48
H -1.275083 -2.229583 0.863883 -1.3893 -1.3477 1.5798 0.39
H 3.308917 -0.451583 -2.061117 1.9915 0.5565 -1.9098 0.16
H -0.362083 4.758417 2.141883 -2.3041 -1.0542 -0.9693 0.20
H -4.651083 6.602417 1.178883 0.9677 -0.5863 1.6868 0.21
H -0.411083 -0.644583 2.108883 1.4130 1.8015 0.8016 0.20
H 3.662917 -2.307583 -1.964117 1.0569 0.6172 -0.1629 0.13
H 1.800917 -1.681583 2.708883 4.0824 2.6974 5.2423 0.19
H 1.061917 -0.179583 0.892883 -1.9290 -1.6396 0.7439 0.26
H 3.560917 -4.104583 1.145883 1.7281 0.2408 -2.1603 0.20
H -2.266083 -0.931583 -4.042117 2.4601 -0.8468 -2.0155 0.18
H 2.024917 -4.587583 -2.491117 -0.8831 0.2641 0.4671 0.21
H 1.280917 2.497417 -1.173117 0.2518 2.1350 -0.0630 0.18


Entry 3:
14
Properties=species:S:1:pos:R:3:forces:R:3:nbo_charge:R:1 method="wB97M-V/def2-TZVPD" e_homo_ev="-11.46 / -14.44" de_lowest_ev=0.371 spin_multiplicity=3 e_tot_ev=-12835.3790 total_charge=+1 e_lumo_ev="-4.57 / -8.90" gap_ha="0.253 / 0.204" s_squared=2.013
I -2.768134 -0.414845 -0.070010 -3.3192 -2.4564 -1.1195 0.84
N 1.285159 -1.692310 -0.599363 -1.8286 -0.2971 -1.9859 -1.06
C 0.025156 1.557486 -0.466018 0.9450 0.2428 0.5942 -0.67
C -0.933290 1.008532 0.500966 3.9804 -0.2918 0.5284 -0.25
C -0.830463 -0.402933 0.899171 -0.0711 2.9219 0.6669 -0.49
H 0.987205 1.714191 0.160175 -1.1455 0.0435 -1.4924 0.25
H -1.399638 1.760925 1.055527 -1.0971 0.4376 1.4672 0.23
H -0.170308 -1.148639 0.443375 -0.3530 0.3674 -0.7125 0.31
H 1.639341 -2.550318 -0.927361 0.4576 -1.1449 -0.6722 0.39
H 0.146210 0.814903 -1.219675 0.8421 -0.5224 -0.8074 0.21
H -0.317699 2.459597 -0.973838 0.2288 0.1494 0.3847 0.25
H -0.957913 -0.539727 1.952093 -0.7205 -0.5571 0.6317 0.26
H 1.558948 -1.615790 0.302754 1.3653 0.0661 3.5983 0.35
H 1.735420 -0.951076 -1.057794 0.7157 1.0412 -1.0815 0.37